w.
Below is a 2-piece molecular cluster, C3H11NO overall, with properties calculated with ωB97M-V/def2-TZVPD.

## Properties
SMILES: CCCN.O
LUMO, eV: 0.865

Last column: Löwdin charge in e.
Geometry (Å):
1 C -0.524 -1.038 1.347  -0.2214
2 C 0.761 -0.649 2.079  -0.2252
3 C 1.893 -0.129 1.054  -0.0949
4 N -0.773 -0.562 -0.135  0.0285
5 H -1.409 -0.770 1.966  0.1079
6 H -0.511 -2.049 1.283  0.0485
7 H 1.188 -1.434 2.617  0.0606
8 H 0.568 0.067 2.947  0.1131
9 H 2.851 0.117 1.464  0.0447
10 H 1.398 0.710 0.479  0.0731
11 H 2.256 -0.927 0.413  0.0630
12 H -1.719 -0.334 -0.189  0.0239
13 H -0.115 0.054 -0.448  -0.0216
14 H -1.270 2.436 -4.690  0.0455
15 H -2.369 2.325 -5.597  0.0754
16 O -2.227 2.182 -4.591  -0.1210


x.
Below is a 2-piece molecular cluster, C3H11NO overall, with properties calculated with ωB97M-V/def2-TZVPD.

## Properties
SMILES: CCNC.O
LUMO, eV: 0.803

Last column: Löwdin charge in e.
Geometry (Å):
1 C -0.253 1.110 -1.994  -0.1149
2 C 0.344 0.633 -0.679  -0.2158
3 N -0.925 -0.005 0.023  -0.1362
4 C -0.874 0.041 1.431  -0.2066
5 H 0.425 1.539 -2.685  0.0486
6 H -1.038 1.808 -1.753  0.0742
7 H -0.568 0.158 -2.487  0.0822
8 H 0.553 1.617 -0.225  0.1046
9 H 1.166 0.040 -0.428  0.0642
10 H -1.357 -0.867 -0.271  0.0978
11 H -1.243 -0.716 1.942  0.0009
12 H 0.074 0.351 1.979  0.0913
13 H -1.718 0.857 1.746  0.1125
14 H 1.649 -2.494 0.438  0.0002
15 H 2.051 -1.583 1.591  0.0545
16 O 1.716 -2.488 1.371  -0.0575


Which one sits at the top of the stability order? w does.


w.
Below is a 2-piece molecular cluster, C3H11NO overall, with properties calculated with ωB97M-V/def2-TZVPD.

## Properties
SMILES: CCN.CO
LUMO, eV: 0.816

Last column: Löwdin charge in e.
Geometry (Å):
1 C -1.494 -1.466 0.645  -0.1059
2 O -1.151 -1.474 -0.890  -0.1922
3 H -2.225 -0.514 0.659  0.1197
4 H -0.742 -1.538 1.419  0.0644
5 H -2.271 -2.252 0.830  0.0668
6 C 0.901 1.953 0.907  -0.1276
7 C 0.325 1.016 -0.206  -0.3000
8 N 1.531 0.200 -0.650  0.0017
9 H 0.125 2.547 1.349  0.0456
10 H 1.708 2.702 0.542  0.0954
11 H 1.432 1.313 1.603  0.0487
12 H -0.062 1.609 -1.061  0.1054
13 H -0.547 0.444 0.295  0.0568
14 H -0.652 -2.311 -1.101  0.0832
15 H 2.136 -0.040 0.127  0.0512
16 H 1.199 -0.584 -1.078  -0.0132


x.
Below is a 2-piece molecular cluster, C3H11NO overall, with properties calculated with ωB97M-V/def2-TZVPD.

## Properties
SMILES: NCO.CC
LUMO, eV: 0.842

Last column: Löwdin charge in e.
Geometry (Å):
1 C -2.086 0.288 1.245  -0.1695
2 C -1.356 1.639 0.920  -0.1728
3 H -1.601 -0.568 1.550  0.0142
4 H -2.723 -0.008 0.373  0.0710
5 H -2.618 0.633 2.197  0.0857
6 H -0.581 1.623 0.122  0.0465
7 H -2.265 2.411 0.670  0.1206
8 H -0.939 1.943 1.814  0.0122
9 N 1.128 -1.396 -1.909  0.0255
10 C 2.228 -1.238 -0.996  -0.3609
11 O 1.950 -0.630 0.265  -0.0904
12 H 0.259 -1.074 -1.531  0.0560
13 H 1.332 -1.050 -2.840  0.0690
14 H 2.672 -2.100 -0.684  0.0669
15 H 3.145 -0.712 -1.475  0.1338
16 H 1.455 0.237 0.279  0.0922


Which one sits at the top of the stability order? x does.


w.
Below is a 2-piece molecular cluster, C3H11N2OPS overall, with properties calculated with ωB97M-V/def2-TZVPD.

## Properties
LUMO (alpha / beta), eV: -0.723 / -1.834

Last column: Löwdin charge in e.
Geometry (Å):
1 C -0.052 2.433 -1.430  -0.1200
2 C 0.636 -1.153 2.812  -0.3458
3 C -0.648 1.238 -2.019  -0.3673
4 N 0.031 -2.693 -0.493  0.0942
5 N -0.229 -2.135 0.637  -0.3116
6 O -1.440 0.513 -1.071  -0.1876
7 P 0.282 -0.563 1.149  0.4024
8 S 2.013 -0.226 0.234  0.1429
9 H -0.794 3.289 -1.355  0.1125
10 H 0.327 2.132 -0.454  0.0334
11 H 0.707 2.916 -1.925  0.0487
12 H -0.144 -1.772 3.292  0.0454
13 H 1.450 -1.874 2.648  0.0340
14 H 0.942 -0.513 3.589  0.0200
15 H 0.031 0.420 -2.534  0.1368
16 H -1.406 1.548 -2.755  0.1053
17 H -1.175 1.017 -0.236  0.0297
18 H 0.587 -2.165 -1.147  0.0122
19 H -1.118 -2.410 1.058  0.1149


x.
Below is a 2-piece molecular cluster, C3H11N2OPS overall, with properties calculated with ωB97M-V/def2-TZVPD.

## Properties
LUMO (alpha / beta), eV: -0.114 / -1.550

Last column: Löwdin charge in e.
Geometry (Å):
1 C -0.177 2.016 -2.423  -0.0294
2 C 1.155 -1.054 1.825  -0.3263
3 C 0.432 1.418 -1.137  -0.3928
4 N -2.641 -2.235 1.707  0.0345
5 N -1.598 -1.552 2.077  -0.3228
6 O 1.645 0.844 -1.382  -0.1092
7 P -0.435 -0.995 0.956  0.3982
8 S -0.181 -2.223 -0.551  0.1959
9 H 0.645 2.511 -2.906  0.0779
10 H -0.533 1.263 -2.988  0.0431
11 H -0.957 2.614 -2.198  0.0385
12 H 1.067 -0.514 2.885  0.0843
13 H 1.442 -2.099 2.033  0.0398
14 H 1.934 -0.610 1.293  -0.0004
15 H -0.100 0.647 -0.565  -0.0294
16 H 0.612 2.150 -0.179  0.1462
17 H 2.109 1.416 -2.036  0.1012
18 H -2.528 -2.654 0.809  -0.0216
19 H -1.891 -0.943 2.780  0.0720


Which one sits at the top of the stability order? w does.


w.
Below is a 2-piece molecular cluster, C4H12 overall, with properties calculated with ωB97M-V/def2-TZVPD.

## Properties
Total charge: +1
Expectation value of S²: 0.753
2S+1: 2
LUMO (alpha / beta), eV: -2.863 / -11.594

Last column: Löwdin charge in e.
Geometry (Å):
1 C 2.346 1.044 -1.258  -0.0859
2 C 0.994 0.910 -0.608  -0.0937
3 H 3.179 0.416 -0.955  0.0900
4 H 2.127 0.956 -2.348  0.1268
5 H 2.646 2.109 -1.153  0.1294
6 H 0.783 -0.139 -0.388  0.0887
7 H 0.383 1.416 -1.380  0.1151
8 H 0.869 1.408 0.390  0.1445
9 C -1.945 -1.471 0.391  -0.0518
10 C -1.418 -0.650 1.546  -0.1062
11 H -2.009 -0.797 -0.501  0.1356
12 H -1.387 -2.380 0.249  0.0904
13 H -3.034 -1.589 0.466  0.1271
14 H -1.901 -0.620 2.533  0.1178
15 H -0.398 -0.990 1.786  0.0854
16 H -1.235 0.378 1.230  0.0867


x.
Below is a 2-piece molecular cluster, C4H12 overall, with properties calculated with ωB97M-V/def2-TZVPD.

## Properties
Total charge: +1
Expectation value of S²: 0.754
2S+1: 2
LUMO (alpha / beta), eV: -3.181 / -11.054

Last column: Löwdin charge in e.
Geometry (Å):
1 C 1.063 -0.437 -1.010  -0.1475
2 C 1.266 -1.608 -1.890  -0.1430
3 H 0.724 0.470 -1.520  0.0825
4 H 0.350 -0.687 -0.182  0.0614
5 H 1.972 -0.054 -0.526  0.0934
6 H 0.406 -1.817 -2.523  0.0796
7 H 1.477 -2.579 -1.427  0.0874
8 H 2.112 -1.484 -2.575  0.0977
9 C -1.000 1.721 1.309  -0.0549
10 C -1.318 0.324 1.658  -0.0138
11 H -1.408 2.398 2.065  0.1265
12 H 0.107 1.946 1.225  0.1719
13 H -1.173 1.914 0.242  0.1175
14 H -1.101 -0.395 0.836  0.1087
15 H -2.446 0.242 1.390  0.2171
16 H -1.113 0.117 2.701  0.1156


Which one sits at the top of the stability order? x does.


w.
Below is a 2-piece molecular cluster, C4H12 overall, with properties calculated with ωB97M-V/def2-TZVPD.

## Properties
Total charge: +1
Expectation value of S²: 0.753
2S+1: 2
LUMO (alpha / beta), eV: -3.107 / -11.179

Last column: Löwdin charge in e.
Geometry (Å):
1 C 1.516 -0.232 -0.518  -0.1181
2 C 1.158 -1.419 -1.438  -0.0936
3 H 1.364 -0.353 0.556  0.0669
4 H 2.572 0.010 -0.618  0.0870
5 H 0.803 0.597 -0.780  0.0840
6 H 0.342 -1.990 -1.030  0.0647
7 H 2.073 -2.020 -1.506  0.0977
8 H 0.968 -1.027 -2.437  0.0861
9 C -0.956 1.449 1.095  -0.0203
10 C -1.732 0.196 0.861  -0.0568
11 H -0.910 1.536 2.193  0.1336
12 H -0.093 1.591 0.396  0.1149
13 H -1.466 2.440 0.885  0.1854
14 H -1.954 0.060 -0.197  0.1109
15 H -2.590 0.254 1.539  0.1218
16 H -1.082 -0.648 1.196  0.1357


x.
Below is a 2-piece molecular cluster, C4H12 overall, with properties calculated with ωB97M-V/def2-TZVPD.

## Properties
Total charge: +1
Expectation value of S²: 0.753
2S+1: 2
LUMO (alpha / beta), eV: -2.969 / -11.685

Last column: Löwdin charge in e.
Geometry (Å):
1 C -0.116 -1.247 -1.949  -0.0993
2 C -1.175 -0.263 -2.374  -0.1067
3 H 0.890 -1.163 -2.292  0.0864
4 H 0.002 -1.080 -0.934  0.0371
5 H -0.390 -2.379 -2.286  0.1570
6 H -1.888 -0.650 -3.156  0.1111
7 H -0.826 0.709 -2.688  0.0825
8 H -1.848 -0.205 -1.481  0.1141
9 C 0.544 1.325 2.666  -0.0527
10 C 0.785 0.200 1.695  -0.0933
11 H -0.247 1.282 3.459  0.1098
12 H 1.504 1.505 3.293  0.1761
13 H 0.468 2.314 1.925  0.1730
14 H 1.153 -0.728 1.986  0.0885
15 H 1.331 0.463 0.784  0.0983
16 H -0.188 -0.084 1.352  0.1184


y.
Below is a 2-piece molecular cluster, C4H12 overall, with properties calculated with ωB97M-V/def2-TZVPD.

## Properties
Total charge: +1
Expectation value of S²: 0.754
2S+1: 2
LUMO (alpha / beta), eV: -2.883 / -11.363

Last column: Löwdin charge in e.
Geometry (Å):
1 C 1.017 1.178 -0.397  -0.1046
2 C 0.640 2.595 -0.732  -0.0696
3 H 0.403 0.889 0.500  0.1238
4 H 0.861 0.505 -1.248  0.0989
5 H 2.067 1.001 -0.135  0.1127
6 H 1.240 2.889 -1.611  0.1265
7 H 0.828 3.246 0.125  0.0991
8 H -0.390 2.704 -1.079  0.1040
9 C -0.116 -2.034 0.549  -0.0661
10 C -1.563 -1.725 0.606  -0.1015
11 H 0.122 -2.727 -0.255  0.0988
12 H 0.511 -1.080 0.428  0.1146
13 H 0.251 -2.481 1.495  0.1326
14 H -1.804 -1.055 1.423  0.0878
15 H -2.131 -2.666 0.647  0.1278
16 H -1.936 -1.237 -0.316  0.1152


z.
Below is a 2-piece molecular cluster, C4H12 overall, with properties calculated with ωB97M-V/def2-TZVPD.

## Properties
Total charge: +1
Expectation value of S²: 0.753
2S+1: 2
LUMO (alpha / beta), eV: -3.309 / -11.616

Last column: Löwdin charge in e.
Geometry (Å):
1 C -1.467 -1.906 0.920  -0.0575
2 C -1.857 -0.529 0.572  -0.0954
3 H -0.292 -2.066 0.909  0.1550
4 H -2.073 -2.224 1.904  0.1929
5 H -1.807 -2.767 0.269  0.1719
6 H -1.253 0.343 1.213  0.2094
7 H -1.876 -0.271 -0.545  0.1623
8 H -2.922 -0.433 0.836  0.0868
9 C 1.983 0.545 -0.704  -0.1461
10 C 1.390 1.990 -0.758  -0.1137
11 H 3.031 0.487 -0.245  0.1148
12 H 1.565 -0.236 -0.174  -0.0018
13 H 1.984 0.221 -1.751  0.0792
14 H 1.047 2.467 0.140  0.0550
15 H 2.185 2.508 -1.323  0.0853
16 H 0.362 1.871 -1.263  0.1017


Which one sits at the top of the stability order? y does.